Record 1
A structure of composition C47H58CaClN2OP3S in a non-equilibrium geometry, computed with ωB97M-V with the def2-TZVPD basis set.

Values from the calculation:
* energy above the lowest of the compared OMol25 structures with the same formula, charge and spin: 0.00 kcal/mol
* energy: -124367.7382 eV

Geometry as ORCA input:
```
! wB97M-V def2-TZVPD RIJCOSX def2/J DEFGRID3
* xyz 0 1
Ca -1.0427 1.8951 -0.2810
C 3.5792 2.1984 -1.9154
C 2.5069 2.0951 -2.9791
C 2.1655 3.5244 -3.4207
P 0.9206 1.2341 -2.4653
C 0.6039 0.5354 -4.1744
C -0.8057 -0.0615 -4.2716
C 1.7199 -0.4057 -4.7256
C 1.3709 -0.0600 -1.2527
C 1.1842 -1.3784 -1.6128
C 1.9947 -2.4155 -0.9543
C 2.6073 -1.9929 0.4059
C 2.2538 -0.6719 0.9653
C 1.5956 0.2554 0.1665
N 1.2563 1.5122 0.5415
C 2.0162 2.2173 1.4862
C 3.4432 1.9977 1.6548
C 4.2883 2.9215 2.2800
C 3.6943 4.0223 2.8969
C 2.3102 4.2369 2.8152
C 1.4373 3.2923 2.2487
P -0.3801 3.2542 2.4199
C -0.5263 2.3777 4.1004
C 0.5782 2.5962 5.1094
C -0.5180 0.8348 3.8187
C -0.8875 5.0502 2.6660
C -0.5962 5.9359 1.4530
C -0.4205 5.7321 3.9548
H 4.4121 2.8104 -2.3573
H 3.9866 1.2467 -1.4859
H 3.1655 2.7588 -1.0818
H 2.9177 1.6106 -3.8875
H 1.4037 3.9690 -2.7638
H 1.6789 3.4732 -4.4080
H 3.0759 4.1762 -3.4577
H 0.6295 1.3892 -4.8351
H -1.4851 0.2396 -3.4750
H -0.8540 -1.1551 -4.2977
H -1.3255 0.2515 -5.2008
H 2.3158 -0.9129 -3.9540
H 2.4146 0.0826 -5.4179
H 1.2416 -1.2848 -5.2231
H 0.4231 -1.6691 -2.3505
H 2.8370 -2.7555 -1.6242
H 3.7248 -2.0687 0.4054
H 2.6514 -0.2525 1.8839
H 3.8753 1.1149 1.1260
H 5.3476 2.7970 2.2623
H 4.3338 4.7740 3.4006
H 1.8797 5.1720 3.1535
H -1.5164 2.5406 4.5720
H 1.5246 2.1641 4.7849
H 0.2064 2.0709 6.0517
H 0.7154 3.6951 5.2336
H 0.1147 0.5435 2.9489
H -1.5013 0.4050 3.5996
H -0.0449 0.3003 4.6380
H -1.9856 4.9459 2.7303
H 0.5027 6.0218 1.3020
H -0.9601 6.9916 1.6155
H -0.9956 5.5206 0.4935
H 0.5923 6.1687 3.8549
H -0.4281 5.0427 4.8289
H -1.1149 6.5900 4.1060
Cl -3.0101 -2.1226 -1.8278
C -2.1954 -3.6411 -2.1924
C -2.8097 -4.3034 -3.2774
C -2.6094 -5.6654 -3.4165
C -1.8007 -6.3683 -2.5326
C -1.2100 -5.7091 -1.4505
C -1.2833 -4.3085 -1.3998
P -0.5919 -3.4247 -0.0829
C 1.3312 -3.6917 -0.3383
C 1.9734 -3.3067 1.0120
C 2.9498 -4.2665 1.6364
C 3.2526 -5.3955 0.9803
C 2.6320 -5.7762 -0.2625
C 1.7049 -4.9962 -0.8789
C -1.2256 -4.4763 1.2523
C -2.5467 -4.1273 1.5953
C -3.3074 -4.8766 2.4647
C -2.7375 -6.0635 3.0214
C -1.3926 -6.2879 2.8228
C -0.6223 -5.5734 1.8710
H -3.3308 -3.7826 -4.0634
H -3.1215 -6.2088 -4.1640
H -1.7203 -7.4473 -2.6267
H -0.5665 -6.3419 -0.8162
H 1.1565 -2.9485 1.6725
H 3.5004 -4.0018 2.5999
H 4.0486 -6.0113 1.3597
H 2.8885 -6.7090 -0.7518
H 1.4012 -5.3599 -1.8775
H -2.9718 -3.1852 1.2073
H -4.2966 -4.6469 2.8031
H -3.2213 -6.7362 3.6781
H -0.8796 -7.1006 3.2897
H 0.4497 -5.8011 1.6939
S -3.8668 -0.5244 2.4003
C -2.9504 0.0076 1.1814
N -2.2059 0.2798 0.3313
C -4.4160 3.4746 -2.8653
C -4.8245 2.6744 -1.5738
C -3.7401 3.0576 -0.5632
O -2.5540 3.3249 -1.3398
C -2.9088 3.5349 -2.7942
H -4.8747 4.4715 -2.6904
H -4.7256 3.0795 -3.8303
H -4.6772 1.5446 -1.8327
H -5.8288 2.7443 -1.1599
H -3.4715 2.2103 0.1609
H -3.9874 4.0461 -0.0976
H -2.4561 2.7202 -3.3327
H -2.4583 4.5149 -3.0972
*
```

***

Record 2
A cluster of 10 separate species, C37H61NO27 in total in a non-equilibrium geometry, computed with ωB97M-V with the def2-TZVPD basis set.

Values from the calculation:
* energy above the lowest of the compared OMol25 structures with the same formula, charge and spin: 15.83 kcal/mol
* SMILES string: C[C@H]1COC(=O)O1.C[C@H]1COC(=O)O1.C[C@H]1COC(=O)O1.C[C@H]1COC(=O)O1.C[C@H]1COC(=O)O1.C[C@H]1COC(=O)O1.COC(=O)OC.COC(=O)OC.COC(=O)OC.CCCC#N
* energy: -96125.9793 eV

Geometry as ORCA input:
```
! wB97M-V def2-TZVPD RIJCOSX def2/J DEFGRID3
* xyz 0 1
C 4.9543 -0.9948 0.1382
C 3.4682 -0.9827 0.5352
C 3.0640 -2.1184 1.4918
O 2.5877 -1.4423 2.6280
C 2.7514 -0.1540 2.4732
O 2.6817 0.6321 3.4344
O 3.1817 0.1747 1.2780
H 5.1270 -0.4734 -0.7769
H 5.2252 -2.0426 0.0211
H 5.6315 -0.6052 0.9166
H 2.8504 -1.1205 -0.3498
H 3.8193 -2.8147 1.7386
H 2.2351 -2.6823 1.0392
C 0.7257 0.5314 -5.5532
C -0.5943 0.8443 -4.8501
C -0.9993 2.2854 -4.6308
O -2.3573 2.3192 -4.9187
C -2.7193 1.2105 -5.5099
O -3.8837 0.9828 -5.8657
O -1.6905 0.3911 -5.6027
H 0.8511 0.9324 -6.5093
H 0.8072 -0.5373 -5.6745
H 1.5875 0.8533 -5.0701
H -0.6317 0.4316 -3.8621
H -0.4416 2.9094 -5.3313
H -0.7471 2.5686 -3.6065
C -1.8785 -2.5180 -2.5453
C -3.2363 -2.1175 -2.9988
C -4.4097 -2.5929 -2.1737
O -5.0578 -1.4089 -1.7387
C -4.4357 -0.3690 -2.2322
O -4.7910 0.7814 -2.0624
O -3.3467 -0.7241 -2.9001
H -1.6645 -3.5770 -2.6558
H -1.7052 -2.1339 -1.5224
H -1.1167 -2.0540 -3.1745
H -3.4327 -2.3054 -4.0283
H -4.1304 -3.1696 -1.2788
H -5.1060 -3.2497 -2.7441
C 1.2693 3.3750 1.6682
C -0.0284 4.0526 1.9003
C -0.8856 3.3121 2.9964
O -0.6371 4.2069 4.1114
C -0.2147 5.3728 3.6559
O -0.1779 6.4485 4.2411
O 0.1871 5.3203 2.4237
H 1.8791 3.9352 0.9468
H 1.1437 2.3834 1.4436
H 1.7607 3.3290 2.6159
H -0.4748 4.1426 0.9410
H -0.6112 2.2286 3.0375
H -1.8953 3.3634 2.7510
C 3.8999 -1.6677 -6.0155
C 3.7228 -1.8527 -4.5319
C 4.2994 -0.6728 -3.6744
O 3.2205 -0.2446 -2.8502
C 2.1938 -1.0005 -3.1649
O 1.1237 -0.8785 -2.5437
O 2.3380 -1.8682 -4.1699
H 5.0020 -1.6012 -6.1970
H 3.3495 -0.8030 -6.4034
H 3.6254 -2.4652 -6.6405
H 4.2105 -2.7720 -4.2830
H 4.6180 0.1997 -4.2536
H 5.1818 -0.9634 -3.1372
C -4.2654 -1.2738 1.5292
C -3.4863 -0.6134 2.6257
C -4.3591 0.1928 3.5949
O -4.3988 -0.5898 4.8162
C -3.6616 -1.6209 4.6330
O -3.5190 -2.4989 5.4744
O -2.9578 -1.5705 3.5212
H -3.6802 -1.9312 0.9423
H -4.6587 -0.5010 0.9683
H -5.0511 -1.9471 1.8482
H -2.6089 -0.0429 2.2195
H -5.4099 0.4110 3.3137
H -3.9226 1.1465 3.7029
C 3.0029 -5.0385 4.2462
O 2.2257 -4.2409 3.4244
C 0.8504 -4.4047 3.5391
O 0.2248 -5.0805 4.6038
O 0.1313 -3.8068 2.5597
C -1.2802 -3.9945 2.5181
H 4.0040 -4.6346 4.2528
H 3.2590 -6.0256 3.9435
H 2.6048 -5.1682 5.2756
H -1.5924 -4.8764 1.9927
H -1.6652 -3.1063 1.9373
H -1.7969 -4.0764 3.4621
C -0.4270 -0.5963 0.5861
O -0.8016 0.1211 -0.5545
C -1.4647 1.2271 -0.4834
O -1.9012 1.7230 0.7684
O -1.6734 1.8494 -1.5837
C -2.2497 3.1381 -1.5621
H -1.3336 -1.1799 0.7426
H -0.2535 -0.0519 1.5279
H 0.4539 -1.2422 0.2868
H -3.2920 3.0550 -1.2143
H -2.2883 3.6456 -2.5130
H -1.6831 3.7683 -0.8444
C 1.6205 2.2653 -1.6527
O 1.1263 3.5684 -1.5065
C 1.0791 4.3554 -2.5533
O 1.5007 3.9258 -3.8341
O 0.5577 5.5439 -2.4554
C 0.4142 6.3912 -3.5687
H 2.5022 2.3675 -2.2003
H 1.0296 1.6989 -2.3577
H 1.8228 1.6233 -0.7833
H -0.1007 7.3310 -3.2696
H -0.2170 5.8053 -4.3315
H 1.4233 6.6302 -4.0059
C -0.3881 -0.0150 4.8987
C -0.1610 -1.4869 5.2943
C 1.2533 -1.7992 5.6187
C 1.6628 -1.0382 6.8348
N 1.9844 -0.4566 7.7833
H -0.2989 0.6568 5.7830
H -1.4113 0.1177 4.5197
H 0.2619 0.2213 4.0688
H -0.5258 -2.1776 4.4713
H -0.8384 -1.8144 6.1205
H 1.9639 -1.5309 4.8494
H 1.3909 -2.8876 5.7797
*
```